Here is C66H64FN3O4PZn as an isolated structure from OMol25. Energies are from wB97M-V/def2-TZVPD.

Total charge: -1
Electronic energy in Ha: -5239.3314
M in g/mol: 1078.6
Spin multiplicity: 1
Maximum force in eV/Å: 0.77

Element x y z (Å)
Zn -0.38 -0.08 -0.13
C 4.29 2.15 -3.57
C 4.12 0.64 -3.76
C 2.64 0.26 -3.72
C 5.00 -0.21 -2.85
C 6.02 -0.91 -3.48
C 6.93 -1.67 -2.76
C 6.79 -1.74 -1.39
C 5.77 -1.08 -0.70
C 5.82 -1.27 0.83
C 4.70 -0.69 1.69
C 5.92 -2.76 1.19
C 4.85 -0.29 -1.44
N 3.75 0.34 -0.85
C 3.92 1.53 -0.29
C 5.14 2.26 -0.16
C 5.20 3.51 0.45
C 4.07 4.12 0.98
C 2.86 3.43 0.90
C 2.82 2.20 0.30
F 1.60 1.55 0.30
H 3.87 2.67 -4.43
H 5.35 2.42 -3.49
H 3.79 2.50 -2.68
H 4.48 0.41 -4.77
H 2.29 0.26 -2.69
H 2.48 -0.74 -4.15
H 2.05 0.98 -4.29
H 6.11 -0.85 -4.56
H 7.73 -2.20 -3.26
H 7.53 -2.30 -0.83
H 6.75 -0.78 1.15
H 3.72 -0.97 1.32
H 4.73 0.40 1.74
H 4.82 -1.07 2.71
H 4.97 -3.25 1.00
H 6.15 -2.86 2.26
H 6.69 -3.30 0.64
H 6.04 1.83 -0.57
H 6.16 4.01 0.50
H 4.12 5.10 1.45
H 1.94 3.84 1.30
N 1.25 -1.78 1.94
P 0.00 -0.66 2.30
C 0.80 0.15 3.72
C 1.90 0.96 3.45
C 2.56 1.59 4.49
C 2.12 1.43 5.80
C 1.03 0.62 6.07
C 0.36 -0.02 5.03
C -1.35 -1.62 3.03
C -1.25 -2.98 3.32
C -2.33 -3.67 3.84
C -3.53 -3.00 4.07
C -3.64 -1.65 3.77
C -2.56 -0.96 3.25
C 1.52 -2.26 0.68
C 2.32 -3.39 0.51
C 2.64 -3.79 -0.77
C 2.13 -3.09 -1.86
C 1.32 -2.01 -1.60
N 1.03 -1.59 -0.37
H 1.72 -2.26 2.69
H 2.24 1.10 2.44
H 3.42 2.21 4.27
H 2.64 1.93 6.61
H 0.68 0.49 7.08
H -0.50 -0.64 5.24
H -0.32 -3.50 3.11
H -2.25 -4.72 4.05
H -4.38 -3.54 4.45
H -4.58 -1.13 3.92
H -2.66 0.09 3.00
H 2.70 -3.91 1.38
H 3.29 -4.65 -0.92
H 2.36 -3.37 -2.88
H 0.90 -1.43 -2.41
C -6.53 0.70 -1.86
C -5.67 0.84 -0.61
C -6.55 1.07 0.61
O -4.88 -0.28 -0.36
C -3.78 -0.17 -1.27
C -3.48 1.38 -1.23
O -4.75 1.91 -0.79
C -2.26 2.09 -0.51
O -1.10 1.47 -0.89
C -2.33 2.31 1.02
C -3.47 2.37 1.81
C -3.40 2.64 3.17
C -2.18 2.88 3.78
C -1.03 2.86 3.00
C -1.11 2.58 1.65
C -2.23 3.53 -1.09
C -1.12 3.94 -1.84
C -1.06 5.22 -2.36
C -2.09 6.12 -2.15
C -3.19 5.73 -1.40
C -3.26 4.45 -0.87
C -2.82 -1.39 -1.05
O -1.94 -1.26 -0.01
C -3.76 -2.58 -0.79
C -3.64 -3.30 0.38
C -4.47 -4.39 0.64
C -5.43 -4.77 -0.27
C -5.56 -4.05 -1.46
C -4.74 -2.97 -1.71
C -2.06 -1.67 -2.37
C -1.75 -2.97 -2.75
C -1.01 -3.23 -3.89
C -0.56 -2.19 -4.69
C -0.86 -0.88 -4.32
C -1.60 -0.63 -3.17
H -7.16 -0.19 -1.78
H -5.92 0.61 -2.76
H -7.16 1.58 -1.98
H -7.32 0.29 0.63
H -7.04 2.04 0.55
H -5.97 1.00 1.52
H -4.18 -0.33 -2.28
H -3.35 1.69 -2.28
H -4.43 2.23 1.35
H -4.32 2.68 3.75
H -2.12 3.10 4.84
H -0.07 3.06 3.45
H -0.21 2.57 1.04
H -0.32 3.23 -1.98
H -0.18 5.52 -2.93
H -2.03 7.13 -2.56
H -4.00 6.43 -1.22
H -4.11 4.16 -0.28
H -2.88 -2.98 1.09
H -4.36 -4.94 1.57
H -6.08 -5.62 -0.07
H -6.31 -4.34 -2.19
H -4.84 -2.43 -2.65
H -2.08 -3.80 -2.14
H -0.78 -4.26 -4.16
H 0.01 -2.39 -5.59
H -0.51 -0.05 -4.93
H -1.78 0.40 -2.88

These are the Mulliken partial charges, in e, on atoms 1 to 2: atom 1 (Zn): 1.495, atom 2 (C): -1.604